No. 1
Below is a 2-piece molecular cluster, C14H19NO5 overall, with properties calculated with wB97M-V/def2-TZVPD.

## Properties
Kohn-Sham gap, eV: 6.59

Each line ends with the natural charge from an NBO analysis.
Atoms and positions in Å:
C: -3.31 -1.83 2.72  -0.2614
O: -2.50 -2.44 1.70  -0.4750
C: -1.22 -2.00 1.54  0.4005
C: -0.42 -2.70 0.59  -0.2887
C: 0.89 -2.37 0.43  -0.0803
C: 1.45 -1.30 1.17  -0.1525
C: 2.82 -1.00 0.95  0.4937
O: 3.37 0.02 1.52  -0.4163
C: 4.79 0.21 1.46  -0.2615
C: 0.66 -0.57 2.08  -0.0841
C: -0.66 -0.92 2.28  -0.3288
H: -4.27 -2.35 2.65  0.2121
H: -2.88 -1.98 3.72  0.1925
H: -3.45 -0.76 2.54  0.1859
H: -0.88 -3.52 0.03  0.2395
H: 1.55 -2.90 -0.25  0.2434
H: 3.41 -1.63 0.27  0.2265
H: 4.99 1.01 2.17  0.2175
H: 5.30 -0.72 1.75  0.2326
H: 5.06 0.49 0.44  0.1910
H: 1.10 0.26 2.64  0.2376
H: -1.28 -0.39 3.01  0.2312
C: 5.47 -6.73 -0.50  -0.6220
C: 4.58 -5.69 0.13  -0.0676
O: 5.21 -5.24 1.35  -0.5211
C: 4.50 -4.17 1.88  0.8786
N: 5.03 -3.86 3.07  -0.7244
C: 4.51 -2.85 3.79  0.6611
C: 5.17 -2.77 5.14  -0.6947
O: 3.62 -2.02 3.49  -0.7283
O: 3.56 -3.70 1.23  -0.7549
H: 5.00 -7.10 -1.42  0.2020
H: 6.45 -6.31 -0.77  0.2067
H: 5.65 -7.59 0.16  0.2104
H: 4.45 -4.84 -0.55  0.1762
H: 3.60 -6.13 0.38  0.1724
H: 6.05 -3.42 5.19  0.2266
H: 5.46 -1.73 5.35  0.2051
H: 4.46 -3.07 5.91  0.2184

No. 2
Below is a 8-piece molecular cluster, C34H49B2F7NO30P2S overall, with properties calculated with wB97M-V/def2-TZVPD.

## Properties
Charge: -1
Kohn-Sham gap, eV: 5.31

Each line ends with the Mulliken charge.
Atoms and positions in Å:
C: 2.99 -1.02 -2.00  -0.1394
C: 2.24 -1.65 -0.72  0.3333
C: 1.59 -3.10 -0.96  -0.9480
C: -0.02 -3.15 -0.92  0.2578
C: -0.43 -4.71 -1.20  -1.1795
C: -0.69 -2.68 0.47  0.6619
N: 0.18 -2.28 1.63  -0.3398
C: 0.69 -3.32 2.23  0.7814
O: 1.43 -4.30 2.52  -0.5737
O: -1.62 -3.70 0.99  -0.7502
B: -2.81 -3.16 1.66  1.1845
C: -4.27 -3.88 1.44  0.1469
C: -4.23 -5.23 0.55  0.0176
C: -5.76 -5.45 -0.01  -0.4426
O: -6.69 -5.27 1.09  -0.3100
C: -7.67 -4.25 0.81  -0.2714
P: -2.50 -3.36 3.59  0.1368
S: -1.97 -5.18 4.10  -0.5284
O: -2.66 -1.70 1.50  -1.0809
C: -1.79 -1.46 0.34  -0.1784
B: -1.26 0.08 0.31  1.1870
O: -1.68 0.93 1.43  -0.7171
O: -0.46 0.69 -0.73  -0.2722
C: -0.69 2.12 -0.84  -0.3869
P: -3.05 -1.51 -1.08  0.8570
O: -2.74 -0.55 -2.25  -0.7426
O: -4.56 -0.98 -0.41  -0.5191
O: -3.34 -3.06 -1.74  -0.4817
H: 3.77 -0.28 -1.57  -0.0377
H: 3.58 -1.78 -2.62  -0.0857
H: 2.27 -0.37 -2.63  0.1760
H: 1.49 -0.89 -0.29  -0.3308
H: 3.05 -1.79 0.10  0.1958
H: 1.96 -3.92 -0.22  0.3283
H: 1.91 -3.47 -2.01  0.3182
H: -0.42 -2.52 -1.82  0.4305
H: 0.03 -5.10 -2.19  0.3893
H: -1.56 -4.86 -1.28  -0.0390
H: -0.04 -5.38 -0.35  0.2935
H: -5.09 -3.19 1.02  -0.3531
H: -4.64 -4.21 2.49  0.2269
H: -3.98 -6.14 1.21  0.3161
H: -3.47 -5.21 -0.31  -0.3262
H: -5.91 -6.54 -0.41  0.2674
H: -5.89 -4.68 -0.86  0.1785
H: -8.70 -4.46 1.29  0.2567
H: -7.88 -4.07 -0.31  0.2333
H: -7.32 -3.24 1.25  0.0522
H: -3.70 -2.90 4.26  -0.0406
H: -1.46 -2.41 3.98  -0.0642
H: -1.19 0.67 2.25  0.0443
H: -0.49 2.38 -1.96  0.0497
H: 0.09 2.75 -0.25  0.0674
H: -1.75 2.46 -0.62  0.2625
H: -4.36 -0.17 0.14  0.3539
H: -4.12 -3.05 -2.34  0.3273
C: 1.97 3.28 3.95  -0.1537
C: 1.15 3.37 2.70  0.0550
O: 0.40 2.17 2.71  -0.1154
C: 0.26 1.85 4.03  0.6405
O: -0.54 1.05 4.44  -0.5196
O: 1.12 2.55 4.82  -0.3654
F: 1.94 3.38 1.60  -0.3429
H: 2.90 2.72 3.80  0.2298
H: 2.21 4.26 4.36  0.1011
H: 0.46 4.22 2.68  0.2458
C: 3.63 3.38 -1.00  0.5874
C: 5.00 2.85 -0.73  0.2595
O: 5.80 3.50 -1.70  -0.2917
C: 5.17 4.69 -1.95  0.6145
O: 5.68 5.62 -2.50  -0.5474
O: 3.89 4.69 -1.47  -0.3307
F: 5.07 1.52 -0.95  -0.1904
H: 3.11 2.81 -1.79  0.1840
H: 3.01 3.39 -0.11  -0.3173
H: 5.38 3.08 0.27  0.1706
C: -1.04 5.89 -4.65  -0.4412
C: -1.39 4.44 -4.62  0.3184
O: -1.67 4.20 -3.25  -0.1149
C: -2.12 5.38 -2.76  0.5862
O: -2.70 5.50 -1.72  -0.5096
O: -1.84 6.42 -3.60  -0.3410
F: -0.34 3.68 -4.99  -0.2748
H: 0.02 6.07 -4.42  0.2848
H: -1.28 6.36 -5.60  0.2731
H: -2.27 4.18 -5.22  0.2290
C: 3.26 6.94 8.00  -0.4316
C: 3.95 5.63 8.23  0.3222
O: 3.58 4.87 7.09  -0.2599
C: 3.40 5.78 6.10  0.6660
O: 3.34 5.50 4.93  -0.6029
O: 3.28 7.05 6.59  -0.2984
F: 3.46 5.01 9.33  -0.2806
H: 2.22 6.93 8.35  0.2934
H: 3.78 7.77 8.47  0.2536
H: 5.04 5.70 8.29  0.2895
C: 4.73 0.96 -5.90  -0.3239
C: 3.84 0.68 -7.07  0.2863
O: 3.42 -0.65 -6.83  -0.3749
C: 3.44 -0.80 -5.48  0.5460
O: 2.89 -1.70 -4.90  -0.4785
O: 4.14 0.19 -4.87  0.0026
F: 4.53 0.71 -8.23  -0.3160
H: 5.76 0.62 -6.07  0.1058
H: 4.75 2.02 -5.64  0.2725
H: 2.96 1.33 -7.13  0.2945
C: 6.43 -2.65 -4.09  -0.3232
C: 7.80 -3.18 -3.86  0.3220
O: 8.58 -2.53 -4.84  -0.3278
C: 7.95 -1.34 -5.05  0.5444
O: 8.46 -0.40 -5.61  -0.5326
O: 6.69 -1.33 -4.55  -0.1380
F: 7.85 -4.52 -4.09  -0.2910
H: 5.89 -3.20 -4.87  0.2711
H: 5.82 -2.64 -3.18  0.1752
H: 8.20 -2.97 -2.86  0.2941
C: -8.20 -0.58 3.50  -0.4894
C: -8.84 -0.89 4.81  0.3209
O: -9.65 -2.01 4.51  -0.3316
C: -9.01 -2.65 3.49  0.5999
O: -9.25 -3.78 3.15  -0.5087
O: -8.07 -1.86 2.90  -0.2254
F: -9.65 0.13 5.20  -0.3013
H: -8.82 0.06 2.86  0.2597
H: -7.22 -0.10 3.62  0.3035
H: -8.14 -1.14 5.61  0.2967

No. 3
Below is one molecule with the formula C5H7N3, with properties calculated with wB97M-V/def2-TZVPD.

## Properties
SMILES: C/C=N\n1cccn1
Kohn-Sham gap, eV: 10.07

Each line ends with the natural charge from an NBO analysis.
Atoms and positions in Å:
C: 2.30 0.76 -0.02  -0.7043
C: 1.87 -0.68 -0.03  0.1252
N: 0.72 -1.26 0.08  -0.2485
N: -0.45 -0.49 0.06  -0.0553
C: -1.59 -1.15 0.00  -0.0173
C: -2.57 -0.21 -0.07  -0.3554
C: -1.90 1.03 0.01  -0.0372
N: -0.55 0.87 0.03  -0.3023
H: 3.41 0.73 0.00  0.2193
H: 1.92 1.28 0.89  0.2525
H: 1.82 1.27 -0.85  0.2581
H: 2.73 -1.40 -0.21  0.1882
H: -1.68 -2.28 0.05  0.2406
H: -3.63 -0.42 -0.09  0.2283
H: -2.40 1.96 0.15  0.2081

No. 4
Below is C15H31BF4P2Zn as an isolated structure, with properties calculated with wB97M-V/def2-TZVPD.

## Properties
Kohn-Sham gap (spin up / spin down), eV: 2.79 / 3.52

Each line ends with the natural charge from an NBO analysis.
Atoms and positions in Å:
P: 1.72 1.68 -0.50  1.4148
P: -0.72 -0.97 -1.53  1.2710
C: 1.47 0.79 -2.07  -0.7433
C: 0.01 0.46 -2.41  -0.7528
H: 2.13 -0.09 -2.05  0.2676
H: 1.87 1.47 -2.85  0.2347
H: -0.64 1.34 -2.26  0.2271
H: -0.01 0.22 -3.48  0.2309
C: -0.12 -2.35 -2.60  -0.9603
H: -0.78 -3.22 -2.42  0.2476
H: 0.91 -2.65 -2.38  0.2474
H: -0.19 -2.08 -3.66  0.2245
C: -2.47 -0.98 -1.88  -0.9914
H: -2.66 -1.46 -2.85  0.2377
H: -2.87 0.05 -1.95  0.1697
H: -2.96 -1.56 -1.09  0.3014
C: 3.56 1.70 -0.32  -0.9595
H: 3.85 1.96 0.72  0.2645
H: 4.02 2.43 -1.00  0.2243
H: 3.97 0.70 -0.54  0.2529
C: 1.28 3.40 -0.88  -0.9794
H: 0.47 3.42 -1.62  0.2429
H: 2.15 3.93 -1.33  0.2437
H: 0.97 3.95 0.02  0.2527
Zn: -3.75 1.28 -0.16  1.1001
C: 0.45 -1.67 0.06  -0.3468
C: 1.88 -1.54 -0.01  -0.3591
C: 2.72 -1.72 1.17  -0.4193
C: 2.44 -0.86 2.49  -0.4362
C: 2.30 0.54 2.20  -0.3392
C: 1.38 1.18 1.29  -0.5157
C: -0.09 0.54 1.22  -0.4082
C: -0.24 -0.97 1.26  -0.4673
C: -3.70 1.80 1.76  -1.1790
H: 0.11 -2.72 -0.04  0.2139
H: 2.39 -1.82 -0.94  0.1692
H: 3.76 -1.45 0.89  0.1965
H: 2.72 -2.77 1.48  0.1948
H: 1.59 -1.28 3.06  0.1893
H: 3.30 -1.01 3.18  0.2140
H: 2.93 1.23 2.78  0.1899
H: 1.25 2.22 1.69  0.2434
H: -0.58 0.88 0.29  0.1495
H: -0.67 1.02 2.03  0.2187
H: 0.06 -1.38 2.23  0.2239
H: -1.32 -1.19 1.20  0.2579
H: -4.04 2.82 1.96  0.2174
H: -2.62 1.71 1.97  0.2142
H: -4.31 1.10 2.35  0.2628
F: -3.20 -1.99 1.13  -0.5738
B: -4.58 -1.66 1.17  1.3792
F: -5.38 -2.75 0.85  -0.5468
F: -4.92 -1.01 2.34  -0.5534
F: -4.81 -0.66 0.01  -0.6587

No. 5
Below is C20H17AlF5N4O6S2 as an isolated structure, with properties calculated with wB97M-V/def2-TZVPD.

## Properties
Charge: -1
Kohn-Sham gap, eV: 7.10

Each line ends with the natural charge from an NBO analysis.
Atoms and positions in Å:
Al: -0.58 0.08 -0.45  1.7527
O: 3.28 0.80 3.19  -0.6922
C: 2.17 0.74 3.94  0.3437
C: 2.24 0.94 5.29  -0.2934
C: 1.12 0.72 6.09  -0.1819
C: -0.11 0.44 5.55  -0.2792
C: -0.27 0.41 4.16  -0.1402
C: 0.89 0.52 3.36  -0.1507
C: 0.74 0.32 1.91  0.6016
O: -0.47 0.14 1.45  -0.7956
N: 1.81 0.30 1.12  -0.4901
N: 1.38 0.16 -0.19  -0.4667
C: 2.41 0.07 -1.07  -0.0372
S: 3.89 0.87 -0.65  0.3744
C: 4.82 0.36 -2.09  -0.5544
C: 4.20 -0.96 -2.62  -0.5262
S: 2.38 -0.97 -2.50  0.3468
H: 3.02 0.57 2.25  0.5127
H: 3.22 1.31 5.69  0.2132
H: 1.25 0.77 7.19  0.2017
H: -0.96 0.37 6.19  0.2047
H: -1.27 0.25 3.73  0.2504
H: 5.87 0.21 -1.89  0.2294
H: 4.77 1.12 -2.83  0.2165
H: 4.61 -1.79 -2.03  0.2175
H: 4.42 -1.09 -3.70  0.2294
F: -1.41 3.03 -1.08  -0.3752
C: -1.32 2.15 -0.03  0.2396
F: -0.63 2.80 0.97  -0.3766
C: -2.78 2.05 0.53  0.9048
F: -3.61 1.58 -0.48  -0.3449
F: -3.32 3.26 0.92  -0.3434
F: -2.94 1.15 1.55  -0.3197
O: 0.81 2.08 -2.50  -0.5978
C: 0.01 1.33 -3.01  0.7163
C: -0.43 1.44 -4.45  -0.5146
C: -1.42 0.30 -4.63  -0.5097
C: -1.74 -0.16 -3.21  0.7070
O: -2.62 -0.94 -2.90  -0.6006
N: -0.82 0.41 -2.30  -0.8886
H: 0.43 1.49 -5.11  0.2232
H: -0.94 2.40 -4.53  0.2356
H: -1.04 -0.55 -5.18  0.2251
H: -2.32 0.67 -5.13  0.2275
O: -4.53 -1.21 0.60  -0.5789
C: -3.54 -1.80 0.25  0.6971
C: -3.37 -3.32 0.34  -0.5025
C: -2.07 -3.65 -0.42  -0.5049
C: -1.47 -2.28 -0.43  0.6932
O: -0.25 -1.98 -0.63  -0.7281
N: -2.31 -1.29 -0.10  -0.6828
H: -4.24 -3.77 -0.08  0.2197
H: -3.30 -3.55 1.42  0.2253
H: -2.29 -3.90 -1.46  0.2387
H: -1.38 -4.39 -0.01  0.2285

No. 6
Below is a 2-piece molecular cluster, C6H8N overall, with properties calculated with wB97M-V/def2-TZVPD.

## Properties
Charge: +1
Kohn-Sham gap, eV: 10.18

Each line ends with the Mulliken charge.
Atoms and positions in Å:
C: 1.52 0.20 -0.12  -0.2013
C: 2.75 0.06 0.68  -0.1592
C: 2.50 -0.75 -0.39  -0.1875
C: -0.41 1.41 -0.43  -0.2788
C: -1.70 -0.76 -0.55  -0.3155
C: -1.90 -0.28 0.79  -0.2821
N: -1.32 0.55 -0.21  0.0936
H: 0.00 1.49 -1.42  0.3881
H: 3.38 0.41 1.51  0.3626
H: -0.16 2.24 0.28  0.3203
H: -0.96 -1.56 -0.78  0.1988
H: -2.57 -0.97 -1.31  0.2376
H: -2.93 -0.11 1.24  0.2315
H: -1.32 -0.57 1.74  0.2219
H: 3.13 -1.36 -1.01  0.3701

No. 7
Below is one molecule with the formula C4H4N2O2, with properties calculated with wB97M-V/def2-TZVPD.

## Properties
SMILES: O=C1NN2C[C@@H]2C1=O
Kohn-Sham gap, eV: 9.54

Each line ends with the natural charge from an NBO analysis.
Atoms and positions in Å:
O: 1.73 1.53 0.37  -0.5021
C: 0.70 0.89 0.09  0.5694
N: -0.39 1.06 -0.84  -0.4871
N: -0.68 -0.34 -1.29  -0.2493
C: -1.85 -0.64 -0.63  -0.2264
C: -0.51 -1.23 -0.14  -0.2342
C: 0.34 -0.48 0.81  0.4566
O: 0.86 -0.79 1.81  -0.4507
H: 0.25 1.36 -1.77  0.4073
H: -2.63 -1.40 -1.06  0.2225
H: -2.48 0.13 -0.02  0.2361
H: -0.42 -2.31 -0.43  0.2581

No. 8
Below is C30H44As2N2OsS2Se as an isolated structure, with properties calculated with wB97M-V/def2-TZVPD.

## Properties
Charge: +2
Multiplicity: 5
Kohn-Sham gap (spin up / spin down), eV: 8.26 / 5.69

Each line ends with the Löwdin spin population.
Atoms and positions in Å:
Os: -0.13 0.52 -1.56  1.7889
C: 3.42 1.30 -2.21  0.0157
As: 2.24 0.67 -0.82  0.0709
C: 3.24 -0.82 -0.14  0.0121
C: 2.35 2.11 0.48  0.0061
C: 3.47 2.27 1.29  0.0015
C: 3.56 3.35 2.16  0.0002
C: 2.53 4.28 2.21  -0.0003
C: 1.41 4.13 1.39  -0.0005
C: 1.32 3.04 0.53  -0.0032
As: -0.14 2.83 -0.72  0.0294
C: 0.33 4.13 -2.07  0.0081
C: -1.68 3.69 0.05  0.0055
H: 4.40 1.47 -1.79  0.0017
H: 3.04 2.22 -2.64  0.0007
H: 3.47 0.54 -2.99  0.0008
H: 3.95 -0.48 0.60  0.0008
H: 3.78 -1.24 -0.99  0.0009
H: 2.59 -1.58 0.27  -0.0001
H: 4.30 1.57 1.24  0.0001
H: 4.44 3.48 2.78  0.0001
H: 2.60 5.14 2.87  0.0000
H: 0.62 4.87 1.43  -0.0001
H: 0.43 5.11 -1.62  0.0002
H: -0.45 4.15 -2.83  0.0032
H: 1.27 3.84 -2.53  0.0007
H: -1.41 4.70 0.31  0.0005
H: -2.05 3.16 0.93  0.0001
H: -2.45 3.70 -0.70  0.0003
S: -1.70 1.14 -3.16  0.5947
C: -3.35 0.90 -2.73  0.0912
C: -3.79 0.58 -1.43  0.0706
C: -5.14 0.39 -1.19  0.0000
C: -6.06 0.53 -2.24  0.1011
C: -5.63 0.85 -3.53  -0.0062
C: -4.29 1.04 -3.78  0.0798
H: -3.09 0.47 -0.63  0.0066
H: -5.49 0.15 -0.20  -0.0015
H: -7.12 0.38 -2.05  0.0050
H: -6.35 0.95 -4.33  -0.0018
H: -3.94 1.29 -4.78  0.0019
C: -0.17 -7.28 -1.04  0.0073
C: -0.05 -5.84 -1.46  0.0409
C: -1.10 -4.94 -1.25  0.0004
C: -1.02 -3.61 -1.64  0.0358
C: -2.22 -2.72 -1.46  0.0091
C: 0.17 -3.18 -2.26  0.0810
Se: 0.29 -1.43 -2.96  0.6244
C: 1.25 -4.06 -2.50  0.0365
C: 2.55 -3.64 -3.15  0.0146
C: 1.11 -5.38 -2.08  -0.0030
H: -1.15 -7.51 -0.63  -0.0001
H: 0.58 -7.53 -0.28  0.0023
H: 0.01 -7.95 -1.89  0.0022
H: -2.01 -5.30 -0.79  -0.0003
H: -2.98 -3.22 -0.85  0.0000
H: -2.68 -2.47 -2.42  0.0028
H: -1.96 -1.79 -0.97  0.0031
H: 2.42 -2.84 -3.88  0.0080
H: 3.02 -4.48 -3.65  0.0001
H: 3.25 -3.28 -2.39  0.0009
H: 1.93 -6.07 -2.25  -0.0004
C: -1.71 2.56 4.48  0.0000
C: -0.44 1.85 4.07  0.0014
N: -0.66 1.23 2.74  0.0159
C: -0.04 0.25 2.10  0.0314
S: -0.81 -0.47 0.70  0.1790
N: 1.11 -0.27 2.51  0.0144
C: 1.94 -0.02 3.71  0.0018
C: 1.61 -0.95 4.86  0.0006
H: -1.60 2.96 5.48  0.0000
H: -2.57 1.88 4.48  0.0000
H: -1.92 3.40 3.81  0.0000
H: -0.19 1.08 4.79  0.0004
H: 0.39 2.55 4.01  0.0005
H: -1.52 1.48 2.29  0.0016
H: 1.32 -1.12 2.01  0.0010
H: 1.85 1.02 3.99  0.0001
H: 2.97 -0.15 3.40  0.0003
H: 0.57 -0.84 5.18  0.0000
H: 2.25 -0.74 5.71  0.0001
H: 1.76 -1.99 4.57  0.0000

It is found that the total energy values, taken in the order of the records, are -975.757290, -5466.788145, -358.916874, -3476.387324, -2981.254227, -287.683901, -414.683998, -9038.587086 a.u..
It is found that the strongest force on any atom values, taken in the order of the records, are 1.373, 7.709, 2.471, 3.790, 4.494, 5.280, 6.710, 1.025 eV/Å.